# 1
{"formula": "C4H12N2O", "method": "the ωB97M-V functional and the def2-TZVPD basis", "species": ["C", "C", "C", "N", "C", "N", "H", "H", "H", "H", "H", "H", "H", "H", "H", "H", "O", "H", "H"], "positions_angstrom": [[-1.695, 2.363, 0.419], [-1.387, 1.092, -0.363], [-0.234, 0.328, 0.273], [-0.114, -1.048, -0.223], [0.182, -2.055, 0.491], [1.481, -2.473, 0.757], [-0.795, 2.918, 0.699], [-2.216, 2.137, 1.343], [-2.341, 3.036, -0.115], [-1.216, 1.263, -1.419], [-2.227, 0.390, -0.263], [0.716, 0.846, 0.085], [-0.248, 0.330, 1.367], [-0.515, -2.785, 0.959], [1.642, -3.450, 0.560], [2.124, -1.885, 0.235], [2.454, -0.573, -1.393], [2.886, 0.154, -1.843], [1.502, -0.587, -1.569]], "mulliken_charge": [-1.228, -0.295, -0.379, -0.587, -0.208, -0.489, 0.331, 0.313, 0.363, 0.282, 0.249, 0.264, 0.446, 0.335, 0.273, 0.323, -0.672, 0.311, 0.368], "e_homo_ha": -0.28640, "lumo_ev": 0.79, "homo_lumo_gap_ev": 8.58, "spin_multiplicity": 1, "e_above_lowest_kj_mol": 241.6, "smiles": "CCC/N=C\\N.O", "e_tot_ev": -9368.689, "charge": 0}

# 2
{"formula": "C5H11N", "method": "the ωB97M-V functional and the def2-TZVPD basis", "species": ["C", "C", "C", "C", "C", "N", "H", "H", "H", "H", "H", "H", "H", "H", "H", "H", "H"], "positions_angstrom": [[-1.361, 0.689, -1.997], [-0.460, 1.033, -1.066], [-0.671, 0.637, 0.357], [0.452, -0.216, 1.030], [0.482, -1.600, 0.452], [1.695, 0.457, 1.254], [-1.197, 0.782, -3.059], [-2.261, 0.123, -1.717], [0.600, 0.933, -1.322], [-0.976, 1.548, 0.916], [-1.600, 0.037, 0.528], [0.102, -0.452, 2.058], [0.357, -1.616, -0.654], [1.480, -2.046, 0.587], [-0.252, -2.401, 0.677], [2.239, 0.705, 0.427], [1.372, 1.386, 1.529]], "mulliken_charge": [-0.617, -0.229, -0.612, 0.314, -1.358, -0.699, 0.280, 0.212, 0.207, 0.373, 0.326, 0.217, 0.279, 0.381, 0.355, 0.274, 0.295], "e_homo_ha": -0.34295, "lumo_ev": 1.13, "homo_lumo_gap_ev": 10.46, "spin_multiplicity": 1, "e_above_lowest_kj_mol": 183.6, "smiles": "C=CC[C@@H](C)N", "e_tot_ev": -6851.625, "charge": 0}

# 3
{"formula": "C14H22BrMnO8P2", "method": "the ωB97M-V functional and the def2-TZVPD basis", "species": ["Mn", "C", "C", "C", "C", "C", "C", "C", "Br", "C", "O", "C", "C", "C", "C", "C", "C", "H", "H", "H", "H", "H", "H", "H", "H", "H", "H", "H", "H", "H", "H", "H", "H", "H", "H", "H", "H", "O", "P", "O", "O", "O", "P", "O", "O", "O", "H", "H"], "positions_angstrom": [[-1.281, -1.844, -2.718], [-1.474, 0.280, 4.184], [0.040, -0.094, 3.758], [0.370, -1.483, 4.341], [0.986, 0.966, 4.317], [-0.174, -0.065, 2.326], [-0.912, -1.181, 1.703], [-1.053, -1.199, 0.384], [-1.979, -2.617, -0.497], [-0.536, -0.133, -0.481], [-0.656, -0.226, -1.710], [0.116, 1.066, 0.154], [0.243, 1.024, 1.512], [0.650, 2.256, -0.614], [2.172, 2.349, -0.323], [0.449, 2.238, -2.130], [-0.055, 3.517, -0.044], [-1.401, 0.356, 5.273], [-2.199, -0.497, 3.947], [-1.803, 1.242, 3.794], [0.370, -1.394, 5.426], [1.366, -1.795, 4.027], [-0.351, -2.260, 4.089], [0.980, 0.909, 5.404], [0.694, 1.985, 4.061], [2.009, 0.786, 3.983], [-1.309, -1.972, 2.326], [0.737, 1.845, 2.007], [2.704, 1.461, -0.668], [2.386, 2.499, 0.735], [2.569, 3.209, -0.862], [0.990, 1.424, -2.613], [0.857, 3.168, -2.522], [-0.604, 2.208, -2.412], [0.137, 3.663, 1.018], [-1.132, 3.486, -0.210], [0.339, 4.389, -0.567], [-1.079, -1.180, -4.547], [-1.896, -2.543, -5.117], [-2.770, -2.413, -6.238], [-2.456, -2.753, -3.615], [-0.676, -3.553, -5.131], [0.650, -3.653, -4.224], [1.593, -2.558, -4.777], [1.071, -4.961, -3.820], [0.039, -2.803, -2.850], [-1.187, -0.307, -4.968], [2.464, -2.841, -5.112]], "lowdin_spin": [1.028, 0.001, 0.000, 0.000, 0.000, 0.000, 0.001, -0.001, 0.002, 0.000, -0.012, -0.001, 0.000, 0.000, 0.000, 0.000, 0.000, 0.000, 0.000, 0.000, 0.000, 0.000, 0.000, 0.000, 0.000, 0.000, 0.000, 0.000, 0.000, 0.000, 0.000, 0.000, 0.000, 0.000, 0.000, 0.000, 0.000, 0.004, 0.001, -0.002, -0.045, -0.003, 0.009, 0.003, -0.012, 0.025, 0.000, 0.001], "e_homo_ha": [-0.73560, -0.73559], "lumo_ev": [-14.22, -13.89], "homo_lumo_gap_ev": [5.79, 6.12], "spin_multiplicity": 2, "e_above_lowest_kj_mol": 259.4, "s_squared": 0.77, "e_tot_ev": -151166.781, "charge": 3}

# 4
{"formula": "C3H28NO10", "method": "the ωB97M-V functional and the def2-TZVPD basis", "species": ["C", "O", "C", "C", "N", "H", "H", "H", "H", "H", "H", "H", "H", "H", "H", "H", "H", "O", "H", "H", "O", "H", "H", "O", "H", "H", "O", "H", "H", "O", "H", "H", "O", "H", "H", "O", "H", "H", "O", "H", "H", "O"], "positions_angstrom": [[-0.571, 2.046, -2.621], [-1.291, 0.765, -2.756], [0.706, 1.545, -2.051], [1.606, 2.786, -1.868], [0.574, 0.907, -0.677], [-0.464, 2.656, -3.588], [-1.242, 2.696, -1.889], [-1.664, 0.858, -3.617], [1.240, 0.919, -2.741], [2.526, 2.540, -1.323], [0.914, 3.566, -1.442], [2.161, 3.209, -2.767], [1.357, 1.263, -0.047], [-0.353, 1.248, -0.311], [0.653, -0.093, -0.865], [2.049, -3.213, 1.243], [2.546, -1.928, 1.802], [2.194, -2.827, 2.130], [-3.276, -0.658, 0.553], [-2.788, -0.813, -0.847], [-3.282, -0.090, -0.314], [3.254, 2.574, 0.854], [2.529, 1.596, 1.745], [2.807, 1.702, 0.822], [-1.974, 1.057, 3.611], [-2.118, -0.312, 3.079], [-1.982, 0.561, 2.718], [1.989, -2.095, -2.323], [0.942, -1.781, -3.316], [1.271, -1.479, -2.494], [-2.486, 2.575, 0.178], [-1.993, 1.623, 1.279], [-1.683, 2.447, 0.728], [0.902, -1.765, 3.312], [-0.457, -1.635, 3.997], [0.039, -1.256, 3.286], [0.048, -2.612, -0.264], [0.874, -3.619, -0.736], [0.973, -2.854, -0.075], [-1.449, -3.677, 1.624], [-0.626, -2.304, 2.168], [-1.205, -2.755, 1.540]], "mulliken_charge": [-0.559, -0.437, 0.485, -1.508, 0.197, 0.454, 0.104, 0.282, 0.259, 0.346, 0.363, 0.347, 0.418, 0.233, 0.126, 0.370, 0.319, -0.699, 0.322, 0.289, -0.613, 0.335, 0.315, -0.700, 0.301, 0.276, -0.671, 0.279, 0.267, -0.536, 0.362, 0.396, -0.754, 0.294, 0.335, -0.644, 0.230, 0.325, -0.572, 0.283, 0.447, -0.662], "e_homo_ha": -0.49932, "lumo_ev": -2.64, "homo_lumo_gap_ev": 10.95, "spin_multiplicity": 1, "e_above_lowest_kj_mol": 316.9, "e_tot_ev": -25523.408, "charge": 1}

# 5
{"formula": "C9H15N4O2", "method": "the ωB97M-V functional and the def2-TZVPD basis", "species": ["C", "N", "C", "N", "C", "C", "N", "C", "N", "C", "C", "C", "O", "O", "C", "H", "H", "H", "H", "H", "H", "H", "H", "H", "H", "H", "H", "H", "H", "H"], "positions_angstrom": [[0.066, 0.892, -2.456], [-0.669, 0.832, -1.180], [-1.915, 1.343, -0.940], [-2.487, 0.933, 0.105], [-1.690, -0.024, 0.767], [-1.384, 0.561, 2.222], [-0.319, 1.463, 2.246], [0.843, 1.184, 1.619], [0.858, 0.389, 0.626], [2.127, -0.232, 0.277], [1.792, -1.215, -0.774], [0.320, -1.461, -0.590], [0.252, -2.137, 0.638], [-0.234, -2.089, -1.683], [-0.310, -0.133, -0.178], [-0.385, 1.650, -3.163], [0.956, 1.354, -2.119], [0.134, -0.043, -3.053], [-2.358, 2.106, -1.547], [-2.171, -1.027, 0.957], [-2.300, 0.944, 2.616], [-1.255, -0.321, 2.900], [-0.450, 2.192, 2.939], [1.705, 1.835, 1.768], [2.320, -0.739, 1.292], [2.871, 0.609, 0.104], [1.836, -0.930, -1.928], [2.363, -2.108, -0.689], [0.494, -3.139, 0.776], [-1.006, -2.691, -1.552]], "mulliken_charge": [-0.938, -0.057, -0.233, -0.769, 0.683, -1.094, -0.085, -0.110, 0.098, -0.717, -0.783, 0.020, -0.619, -0.487, 0.370, 0.383, 0.402, 0.214, 0.445, 0.367, 0.537, 0.317, 0.307, 0.386, 0.376, 0.353, 0.288, 0.509, 0.416, 0.418], "e_homo_ha": -0.45066, "lumo_ev": -3.37, "homo_lumo_gap_ev": 8.89, "spin_multiplicity": 1, "e_above_lowest_kj_mol": 224.2, "smiles": "CN1C=N[C@@H]2C[NH+]=CN3CCC(O)(O)[C@]213", "e_tot_ev": -19623.726, "charge": 1}

# 6
{"formula": "C3H4F2O", "method": "the ωB97M-V functional and the def2-TZVPD basis", "species": ["C", "C", "C", "O", "F", "F", "H", "H", "H", "H"], "positions_angstrom": [[-0.515, 0.715, 0.108], [0.496, -0.230, -0.609], [0.618, -0.652, 0.785], [-1.775, 0.256, -0.058], [1.719, 0.292, -1.042], [1.499, 0.094, 1.495], [-0.367, 1.789, 0.373], [-0.003, -0.816, -1.337], [0.333, -1.569, 1.264], [-2.005, 0.121, -0.979]], "mulliken_charge": [-0.308, 0.110, -0.180, -0.485, -0.304, -0.253, 0.373, 0.361, 0.388, 0.298], "e_homo_ha": -0.31803, "lumo_ev": 0.76, "homo_lumo_gap_ev": 9.42, "spin_multiplicity": 1, "e_above_lowest_kj_mol": 292.5, "e_tot_ev": -10654.928, "charge": 0}